The molecule C2H3OPS at a distorted geometry. Source: the Open Molecules 2025 dataset; level of theory: wB97M-V/def2-TZVPD.

Element x y z (Å)
C: -0.334 0.558 -1.846
C: 0.597 -0.653 0.987
O: -1.783 0.554 0.366
P: -0.376 0.621 -0.051
S: -0.353 1.490 -3.087
H: 1.607 -0.803 0.626
H: 0.611 -0.186 1.973
H: 0.031 -1.582 1.031

## Properties
* energy above the lowest of the compared OMol25 structures with the same formula, charge and spin: 36.8 kcal per mole
* multiplicity: 1
* Kohn-Sham gap (alpha / beta): 7.05 / 6.85 eV

A structure of composition C41H63LiP3Si2. Source: the Open Molecules 2025 dataset; level of theory: wB97M-V/def2-TZVPD.

Element x y z (Å)
Li: -0.747 -0.717 0.376
C: 1.988 -5.142 -1.097
C: 1.815 -3.887 -0.244
C: 3.175 -3.372 0.244
P: 0.857 -2.365 -0.825
C: -0.522 -2.958 -1.948
C: -0.201 -3.640 -3.274
C: -1.506 -3.786 -1.116
C: 2.031 -1.554 -1.975
C: 2.761 -2.223 -2.959
C: 3.715 -1.553 -3.709
C: 3.924 -0.197 -3.501
C: 3.170 0.479 -2.555
C: 2.225 -0.178 -1.762
Si: 1.210 0.682 -0.344
C: 1.136 2.451 -1.117
C: 1.821 3.561 -0.614
C: 1.699 4.825 -1.172
C: 0.851 5.021 -2.246
C: 0.102 3.960 -2.729
C: 0.224 2.681 -2.189
P: -0.906 1.335 -2.745
C: -2.572 2.077 -2.237
C: -3.619 0.957 -2.214
C: -2.518 2.743 -0.861
C: -0.996 1.732 -4.592
C: -2.100 0.928 -5.273
C: 0.353 1.410 -5.226
C: 2.694 0.786 0.906
C: 3.881 1.484 0.673
C: 4.836 1.655 1.664
C: 4.636 1.092 2.916
C: 3.495 0.344 3.160
C: 2.523 0.186 2.169
P: 0.929 -0.684 2.405
C: 0.035 0.481 3.586
C: 0.500 0.569 5.037
C: 0.025 1.880 2.959
C: 1.273 -2.249 3.405
C: 2.214 -2.356 4.605
C: -0.107 -2.828 3.741
H: 2.529 -5.892 -0.512
H: 2.571 -4.953 -1.997
H: 1.029 -5.573 -1.383
H: 1.237 -4.183 0.641
H: 3.839 -3.183 -0.601
H: 3.655 -4.100 0.903
H: 3.070 -2.430 0.789
H: -1.006 -2.004 -2.187
H: 0.289 -4.604 -3.133
H: 0.435 -3.014 -3.899
H: -1.133 -3.819 -3.819
H: -1.080 -4.760 -0.860
H: -2.429 -3.958 -1.675
H: -1.767 -3.267 -0.190
H: 2.599 -3.275 -3.150
H: 4.287 -2.087 -4.458
H: 4.668 0.331 -4.088
H: 3.312 1.548 -2.437
H: 2.465 3.431 0.249
H: 2.261 5.659 -0.767
H: 0.740 6.007 -2.684
H: -0.604 4.153 -3.530
H: -2.846 2.825 -2.992
H: -3.461 0.328 -1.336
H: -3.566 0.327 -3.105
H: -4.630 1.369 -2.154
H: -2.151 2.040 -0.109
H: -3.525 3.050 -0.562
H: -1.880 3.625 -0.859
H: -1.208 2.797 -4.732
H: -1.978 -0.141 -5.075
H: -2.063 1.075 -6.356
H: -3.090 1.230 -4.928
H: 0.587 0.349 -5.106
H: 1.152 1.978 -4.752
H: 0.354 1.640 -6.296
H: 4.061 1.918 -0.304
H: 5.731 2.236 1.467
H: 5.366 1.238 3.705
H: 3.366 -0.098 4.138
H: -0.995 0.110 3.560
H: 1.548 0.866 5.104
H: 0.358 -0.372 5.568
H: -0.094 1.331 5.552
H: 1.032 2.303 2.941
H: -0.616 2.546 3.543
H: -0.355 1.845 1.936
H: 1.707 -2.882 2.620
H: 1.909 -1.720 5.435
H: 3.240 -2.112 4.332
H: 2.208 -3.391 4.960
H: -0.523 -2.350 4.632
H: -0.041 -3.902 3.935
H: -0.810 -2.664 2.920
C: -6.372 0.604 1.929
Si: -4.687 1.077 2.664
C: -4.844 0.857 4.544
C: -4.431 2.934 2.382
C: -3.361 0.104 1.895
C: -2.472 -0.513 1.311
H: -7.209 1.020 2.496
H: -6.486 -0.482 1.911
H: -6.452 0.959 0.899
H: -5.762 1.320 4.913
H: -4.002 1.318 5.066
H: -4.864 -0.200 4.819
H: -5.082 3.530 3.026
H: -4.640 3.201 1.343
H: -3.397 3.218 2.588

## Properties
* net charge: -1
* multiplicity: 1
* Kohn-Sham gap: 5.91 eV

A cluster of 3 separate species, C18H40N2O3 in total at a distorted geometry. Source: the Open Molecules 2025 dataset; level of theory: wB97M-V/def2-TZVPD.

Element x y z (Å)
O: 1.931 2.685 -1.534
H: 1.009 2.701 -1.820
H: 1.896 2.363 -0.630
C: 1.170 -2.065 5.742
C: 0.949 -1.518 4.318
C: 0.292 -0.157 4.444
C: 0.449 0.754 3.228
C: 1.904 0.862 2.787
C: 2.561 -0.502 2.576
N: 2.267 -1.338 3.721
O: 3.019 -2.532 3.753
C: 2.034 -1.077 1.247
C: 4.070 -0.281 2.434
C: 0.053 -2.513 3.555
H: 0.207 -2.132 6.252
H: 1.845 -1.401 6.278
H: 1.571 -3.077 5.709
H: -0.791 -0.275 4.586
H: 0.579 0.380 5.354
H: 0.046 1.743 3.449
H: -0.120 0.345 2.386
H: 2.484 1.468 3.491
H: 1.951 1.380 1.825
H: 0.970 -1.297 1.221
H: 2.195 -0.354 0.441
H: 2.583 -1.981 0.972
H: 4.391 0.379 3.245
H: 4.631 -1.206 2.547
H: 4.296 0.178 1.475
H: 0.630 -3.410 3.324
H: -0.366 -2.108 2.636
H: -0.777 -2.822 4.195
H: 3.772 -2.325 4.315
C: -1.090 2.624 -4.866
C: -1.955 1.595 -4.108
C: -2.199 0.425 -5.059
C: -2.546 -0.875 -4.348
C: -1.478 -1.209 -3.327
C: -1.286 -0.129 -2.277
N: -1.187 1.166 -2.948
O: -0.999 2.216 -2.022
C: -2.432 -0.180 -1.250
C: 0.017 -0.367 -1.526
C: -3.311 2.263 -3.778
H: -0.120 2.176 -5.071
H: -0.979 3.536 -4.278
H: -1.556 2.919 -5.810
H: -2.950 0.676 -5.808
H: -1.277 0.244 -5.626
H: -2.641 -1.711 -5.041
H: -3.514 -0.767 -3.843
H: -0.526 -1.436 -3.820
H: -1.757 -2.150 -2.843
H: -2.224 0.432 -0.369
H: -3.381 0.192 -1.649
H: -2.633 -1.197 -0.905
H: 0.231 0.489 -0.883
H: 0.037 -1.268 -0.917
H: 0.866 -0.358 -2.216
H: -3.930 1.589 -3.182
H: -3.813 2.464 -4.721
H: -3.197 3.179 -3.195
H: -1.870 2.595 -1.839

## Properties
* energy above the lowest of the compared OMol25 structures with the same formula, charge and spin: 9.9 kcal per mole
* multiplicity: 1
* SMILES: CC1(C)CCCC(C)(C)N1O.CC1(C)CCCC(C)(C)N1O.O
* Kohn-Sham gap: 8.69 eV

The molecule C5H7NO at a distorted geometry. Source: the Open Molecules 2025 dataset; level of theory: wB97M-V/def2-TZVPD.

Element x y z (Å)
C: 0.727 -1.805 1.191
C: 0.389 -0.579 0.412
C: 1.360 0.294 0.018
O: 0.766 1.311 -0.733
C: -0.544 1.054 -0.752
N: -1.319 1.955 -1.444
C: -0.858 -0.075 -0.037
H: 0.192 -1.873 2.142
H: 1.807 -1.846 1.378
H: 0.474 -2.683 0.589
H: 1.921 0.631 0.875
H: -0.840 2.415 -2.205
H: -2.235 1.615 -1.689
H: -1.840 -0.415 0.254

## Properties
* energy above the lowest of the compared OMol25 structures with the same formula, charge and spin: 33.5 kcal per mole
* multiplicity: 1
* SMILES: Cc1coc(N)c1
* Kohn-Sham gap: 8.56 eV

A structure of composition C19H39O2P3SV at a distorted geometry. Source: the Open Molecules 2025 dataset; level of theory: wB97M-V/def2-TZVPD.

Element x y z (Å)
P: 3.469 -0.287 0.377
C: 3.674 -0.103 2.142
H: 4.754 -0.159 2.353
H: 3.138 -0.897 2.681
H: 3.295 0.885 2.441
C: 3.702 -1.982 -0.150
H: 3.701 -2.044 -1.248
H: 2.898 -2.613 0.258
H: 4.673 -2.318 0.239
C: 4.648 0.796 -0.445
H: 5.649 0.344 -0.368
H: 4.661 1.772 0.064
H: 4.392 0.939 -1.504
P: -1.134 4.180 -0.729
C: -0.898 4.291 1.093
H: -1.272 5.245 1.498
H: 0.177 4.163 1.299
H: -1.425 3.434 1.544
C: -0.381 5.742 -1.332
H: -0.341 5.660 -2.428
H: 0.657 5.794 -0.981
H: -0.956 6.626 -1.025
C: -2.931 4.547 -0.866
H: -3.142 5.595 -0.612
H: -3.484 3.852 -0.220
H: -3.220 4.331 -1.905
P: -2.774 -2.192 0.312
C: -3.160 -1.979 2.037
H: -3.888 -2.753 2.319
H: -3.611 -0.988 2.185
H: -2.258 -2.075 2.657
C: -4.261 -2.008 -0.676
H: -4.871 -2.920 -0.576
H: -4.017 -1.848 -1.735
H: -4.842 -1.153 -0.305
C: -1.992 -3.766 -0.006
H: -2.776 -4.535 -0.061
H: -1.284 -4.006 0.799
H: -1.454 -3.729 -0.964
V: 0.175 -0.499 -1.916
C: 1.679 0.084 -0.136
O: 1.105 0.894 0.594
C: -1.495 -0.910 -0.221
O: -1.464 0.126 0.445
C: -1.293 -0.300 -3.196
C: -0.564 -1.470 -3.459
C: 0.827 -1.426 -3.519
C: 1.489 -0.208 -3.346
C: 0.762 0.963 -3.098
C: -0.636 0.926 -3.017
H: -2.365 -0.359 -3.086
H: -1.080 -2.412 -3.579
H: 1.390 -2.336 -3.659
H: 2.565 -0.171 -3.389
H: 1.276 1.890 -2.895
H: -1.193 1.821 -2.758
C: 0.984 -3.572 3.680
S: 0.732 -2.370 2.365
C: 0.286 -0.970 3.408
H: 1.486 -4.438 3.241
H: 0.015 -3.882 4.083
H: 1.612 -3.152 4.472
H: 1.170 -0.639 3.963
H: -0.063 -0.163 2.761
H: -0.513 -1.267 4.095

## Properties
* net charge: +4
* multiplicity: 2
* Kohn-Sham gap (alpha / beta): 4.13 / 4.12 eV

| no. | calculated total energy (eV) |
| --- | --- |
| 1 | -24291.74023 |
| 2 | -87368.50792 |
| 3 | -28435.40282 |
| 4 | -8834.75102 |
| 5 | -88773.20051 |